1.
19
Properties=species:S:1:pos:R:3:mulliken_charge:R:1 method="wB97M-V/def2-TZVPD" de_lowest_ev=3.923 total_charge=+1 orbital_gap_ev=10.28
H -0.3162 2.3303 -0.4264 0.30
N 1.1719 -0.7082 0.0904 0.00
H -1.0870 0.0960 -1.5759 0.33
C 2.4909 -0.9541 0.1560 -0.06
H 0.1037 -2.0675 -0.8463 0.42
H -3.3474 0.7231 -0.0879 0.40
C -0.0476 -1.5239 -0.0123 -0.68
H -0.3858 -2.1851 0.8639 0.27
C 2.3340 1.1668 -0.0606 0.11
N 3.1815 0.1669 -0.0223 -0.47
H -0.5577 1.5390 1.1508 0.28
C -1.2118 0.2686 -0.4646 0.09
H 2.8648 -1.9824 0.1008 0.38
C -2.5852 -0.0249 0.1697 -1.40
N 1.0826 0.6642 0.0857 0.22
H -3.0991 -0.9721 -0.1367 0.36
H -2.7520 -0.0596 1.1913 0.43
C -0.2559 1.2499 0.1306 -0.32
H 2.4164 2.2728 -0.3061 0.34

2.
69
Properties=species:S:1:pos:R:3:mulliken_spin:R:1 method="wB97M-V/def2-TZVPD" de_lowest_ev=0.935 orbital_gap_ev="6.66 / 5.83" s_squared=8.79 spin_multiplicity=6
C -0.2611 -1.7577 3.5097 0.01
C 1.9283 1.9745 2.5949 -0.02
C -0.5129 2.4707 -4.1698 0.01
H -0.6911 -0.3011 4.8917 0.00
C -1.4820 -1.9853 -1.5353 0.02
C 1.7004 2.1962 -5.8635 0.00
C 4.2309 2.8934 2.5603 -0.02
H 6.2172 3.7631 2.3552 0.00
H -0.2886 0.4416 3.3014 0.00
H 6.8261 2.3523 0.3880 0.00
C 0.5137 2.7391 -6.3587 0.01
H 1.6831 -1.1771 4.5128 0.00
N 0.7639 0.9561 -1.3698 0.02
O 0.9698 1.7849 1.7755 0.16
H 3.9190 3.4778 3.4345 0.00
H -3.2269 -3.2771 -2.0252 0.00
C 5.8882 2.2651 0.9300 -0.02
C -0.3159 -2.5867 -2.3700 -0.01
C 0.5974 1.4793 -2.3833 0.04
C -1.3541 -2.5572 -0.1037 0.04
O 1.7881 2.1026 3.8273 0.03
H -5.6580 -0.1961 1.8740 0.00
C 3.3497 1.9878 1.9980 0.06
H -1.0484 -5.6690 1.2589 0.00
C 1.3526 -1.8281 3.7118 -0.01
C -0.9848 -4.5846 1.1947 0.02
C -0.6232 2.8308 -5.4973 0.00
C 5.5175 3.0343 2.0300 0.03
S 2.8301 -0.3105 0.4589 0.34
C -1.1211 -1.7450 1.0734 -0.05
H 1.6128 -2.8874 3.8785 0.00
C -2.8444 -2.2886 -2.2450 0.00
H 2.6063 1.2369 -4.1818 0.00
H -3.3693 -1.3648 1.9437 0.00
H -1.4193 -0.8828 -1.5443 0.01
H -2.8261 -2.1490 -3.3269 0.00
C 4.9962 1.3050 0.3632 0.03
C 3.7619 1.0695 0.9499 -0.04
H -0.1698 -2.0913 -3.3385 0.00
H 2.5950 2.0051 -6.4603 0.00
C -0.6233 -2.4155 2.2268 0.03
C 0.6724 1.9678 -3.6961 -0.02
H -3.9869 3.0600 -0.2166 0.00
H -0.6110 -2.4772 4.2026 0.00
C -3.7958 2.1600 0.4044 -0.03
H -1.5658 3.2673 -5.8366 0.00
H -5.7829 2.0632 1.0244 0.00
C -4.7233 0.3058 1.5916 -0.03
C 1.7416 1.8093 -4.5513 0.00
C -0.8267 -0.3493 3.8272 0.00
H -0.0499 -4.2812 3.0625 0.00
H -0.3822 -3.6474 -2.5505 0.00
C -3.5117 -0.3724 1.4971 0.06
F -1.3992 2.3592 0.2973 0.01
Fe 0.6914 0.3653 0.3934 4.04
C -2.3642 0.2873 0.9919 0.10
H 1.8424 -1.4310 2.7890 0.00
H -1.3688 2.6277 -3.4132 0.00
C -1.3692 -3.9337 0.0046 -0.01
H 0.6569 -2.4535 -1.8603 0.00
C -4.8513 1.5300 0.9899 0.05
N -1.1092 -0.3488 1.0244 0.07
C -2.5260 1.6248 0.5355 0.06
H -1.7272 -4.4720 -0.8765 0.00
H 0.4432 3.1117 -7.3604 0.00
H -1.9069 -0.3860 3.6358 0.00
C -0.5850 -3.8126 2.2652 -0.01
H -3.6813 -1.6617 -1.9218 0.00
H 5.2491 0.7758 -0.5231 0.00

3.
15
Properties=species:S:1:pos:R:3:mulliken_charge:R:1 method="wB97M-V/def2-TZVPD" smiles="C=CO.NCO" de_lowest_ev=2.135 orbital_gap_ev=9.92
H 3.2728 1.1263 -1.2480 0.26
H -0.4951 -1.2097 0.4996 0.20
H 1.1890 2.1902 0.7279 0.25
H -2.0490 -0.1564 -0.9979 0.24
C 2.3779 1.1626 -0.6339 0.05
H 1.7577 -0.4484 -1.4704 0.32
O 1.5828 0.0476 -0.6636 -0.44
H 2.7434 3.0472 0.1906 0.24
N -2.1420 -0.0775 0.0081 -0.56
C -1.5735 -1.1992 0.6697 -0.16
H -1.7750 -1.0985 1.7382 0.31
H -1.7062 -3.1552 0.6383 0.29
O -2.1459 -2.4267 0.1844 -0.54
C 2.0906 2.1932 0.1316 -0.70
H -3.1276 0.0046 0.2254 0.23

4.
11
Properties=species:S:1:pos:R:3:mulliken_charge:R:1 method="wB97M-V/def2-TZVPD" de_lowest_ev=6.265 orbital_gap_ev=8.17
N -0.0171 -0.1631 0.4696 -0.15
C 0.8497 -0.6979 -1.1754 0.52
C -2.1573 0.8352 0.8601 -0.83
C 0.5283 0.4976 1.4901 -0.37
H -2.7581 0.5972 -0.0107 0.25
H 2.2689 -0.9886 0.2981 0.29
N 2.0670 -0.7726 -0.7093 -0.35
S -0.0267 -0.5428 -2.4841 -0.24
C -0.9330 0.5814 1.1860 0.33
H -2.7754 1.5204 1.3898 0.27
H 2.9538 -0.8668 -1.3142 0.27

5.
69
Properties=species:S:1:pos:R:3:mulliken_spin:R:1 method="wB97M-V/def2-TZVPD" de_lowest_ev=0.000 total_charge=+1 orbital_gap_ev="7.34 / 7.76" s_squared=0.76 spin_multiplicity=2
H 5.3435 5.8475 1.9270 0.00
C -2.3551 -1.6545 -4.5074 0.00
O -5.1744 -1.4417 -2.3011 0.00
N -1.3997 -2.0799 -0.1111 -0.01
N 0.0773 0.3472 -0.5276 -0.03
O 2.3210 -2.5372 2.9375 0.00
C -3.1634 2.9213 -0.5003 0.00
O -0.9069 -3.9390 3.4209 0.01
H 3.9899 -2.6620 1.8164 0.00
C 4.6505 5.0168 1.8883 0.00
H -0.7955 1.0648 2.2583 0.00
C -1.1795 2.1189 -1.6039 0.00
C -2.2341 -4.2691 -0.5973 0.00
C -4.0832 -1.7580 -2.7168 0.00
C 3.0197 -3.1564 1.9162 0.00
C 0.9172 0.3371 -1.5420 0.01
N -3.7069 -1.5994 -4.0219 0.00
N 0.5999 2.4575 1.7491 0.00
C -1.4184 -3.4059 0.1047 0.00
C 3.2868 5.2694 1.7798 0.00
O -1.6231 -0.4510 -4.3272 0.00
H -1.8118 -2.4050 -3.9424 0.00
C -2.2257 -1.5947 -1.0482 0.01
H 1.5783 -4.3904 3.5333 0.00
S 0.6922 4.1154 1.6070 0.00
C -0.2517 2.0847 -2.6648 0.00
O 0.0531 4.7355 2.7234 0.00
H 1.5189 1.1572 -3.4311 0.00
C 1.7692 1.9117 1.7727 0.00
H -0.3811 2.7582 -3.5040 0.00
H 2.5863 -3.6490 -1.2085 0.00
C 5.1354 3.7138 1.9547 0.00
C -0.0702 -3.1166 3.1554 0.01
H -2.2228 -0.5256 -1.2087 -0.01
C -1.8134 1.2548 0.5849 -0.03
Cr 0.0625 -0.9374 1.0484 1.12
H -4.4024 -1.1270 -4.5827 0.00
O 0.2949 4.4637 0.2722 0.00
H 2.9014 6.2805 1.7350 0.00
C 4.2700 2.6257 1.9153 0.00
C -2.3131 2.9690 -1.5637 0.00
N -1.3618 0.4340 1.6955 -0.01
C 2.4488 4.1760 1.7442 0.00
H -0.7911 -3.7803 0.8944 0.00
H -2.2140 -5.3249 -0.3677 0.00
H 1.7306 -0.3750 -1.4843 0.00
O -0.3355 -1.9983 2.4922 -0.01
H 4.6393 1.6095 1.9755 0.00
H 6.2012 3.5472 2.0441 0.00
C -2.9044 2.0622 0.5982 0.00
H -3.7496 -4.4031 -2.1192 0.00
S 2.0297 0.2054 1.7767 -0.04
C -3.0835 -3.7562 -1.5602 0.00
H -4.0288 3.5692 -0.4682 0.00
H -3.5602 2.0743 1.4616 0.00
O 1.4060 -2.3557 0.2418 -0.01
C 2.3687 -3.0375 0.5545 0.01
H -1.9880 0.2279 -4.9052 0.00
C -0.9568 1.2502 -0.5303 -0.01
H -2.1288 0.0989 2.2677 0.00
C 1.3591 -3.3243 3.6162 0.00
H -2.3751 -1.9522 -5.5539 0.00
H 3.2153 -4.2177 2.0959 0.00
H -2.4884 3.6538 -2.3849 0.00
C -3.0808 -2.3898 -1.7846 0.00
H 1.4049 -3.0519 4.6699 0.00
C 0.7943 1.2069 -2.6308 0.00
C 2.9148 2.8758 1.8096 0.00
O 2.9981 -3.7753 -0.3385 0.00

6.
18
Properties=species:S:1:pos:R:3:mulliken_charge:R:1 method="wB97M-V/def2-TZVPD" smiles=Cn1cc(N)[n+](C)c1 de_lowest_ev=1.182 total_charge=+1 orbital_gap_ev=9.76
H 0.4154 0.2735 -2.9228 0.20
H 1.1158 1.6955 -2.3445 0.26
N 0.4882 -0.0785 1.2906 0.13
H -1.3824 -1.1020 1.3627 0.39
H -1.7762 -1.7628 -1.6418 0.39
H 2.0189 1.2259 0.4588 0.41
N -0.6144 -0.4191 -0.5127 0.03
H 1.4149 -0.6458 3.0875 0.30
C 0.6922 0.1195 2.7017 -0.73
C -0.5628 -0.7017 0.7972 -0.14
H 1.2831 1.1191 2.7415 0.26
C -1.6438 -0.6825 -1.5529 -0.76
H -1.1211 -0.5395 -2.5332 0.19
C 1.2429 0.5366 0.2852 -0.54
H -2.6005 -0.1641 -1.4263 0.31
N 0.8485 0.6815 -2.1248 -0.47
H -0.2884 0.1299 3.2170 0.31
C 0.4696 0.3147 -0.8831 0.44

7.
15
Properties=species:S:1:pos:R:3:mulliken_charge:R:1 method="wB97M-V/def2-TZVPD" smiles=C[C@H]1CNN1N de_lowest_ev=4.404 orbital_gap_ev=9.37
H -2.1082 -1.6173 -0.1372 0.23
H 1.2391 1.7731 0.0234 0.22
H 1.5362 -1.9199 -0.4260 0.29
N -0.7587 -0.2210 -0.6916 -0.08
H -0.0794 1.7906 1.2352 0.26
C 0.3087 1.2982 0.3632 -0.39
N -0.8400 1.1773 -0.5790 -0.50
H 2.5594 -0.4787 0.3524 0.33
H 1.8912 -0.4504 -1.4419 0.35
H 0.3686 -0.8785 1.0830 0.41
H -2.7343 -0.1927 0.2571 0.22
C 0.3980 -0.2615 0.2355 0.20
N -1.9121 -0.7604 0.2915 -0.60
C 1.7855 -0.8062 -0.4113 -1.22
H -1.6541 1.5475 -0.1543 0.30

8.
138
Properties=species:S:1:pos:R:3:mulliken_charge:R:1 method="wB97M-V/def2-TZVPD" de_lowest_ev=0.000 orbital_gap_ev=7.95
H -4.1979 -2.6459 -1.5750 -0.06
C -3.6168 -3.5482 -1.7656 -0.15
H -1.0160 -3.3317 3.8439 0.27
O -2.9950 -4.2220 -0.6958 -0.29
H 5.0869 -3.6977 6.2613 0.27
O 1.4357 2.6943 -2.1892 0.02
H -2.8861 -1.7490 1.9928 0.54
O 3.2992 5.9065 0.9465 -0.62
O -4.9763 -3.9790 0.8217 -0.67
C 0.0654 -3.2149 3.9146 -0.80
O -3.6443 1.1809 1.4187 -0.27
H 2.1928 3.2389 -5.4315 0.29
C -7.6934 -0.4951 -3.9466 -0.99
H 6.7639 -0.6749 3.0082 0.49
C -5.3516 1.2710 -2.5708 -0.84
H -1.8932 -2.1549 0.5723 -0.09
H -1.8673 -4.1694 -2.8789 0.37
O 4.3356 1.7889 0.0980 -0.50
C 5.7149 -0.8376 3.2555 -0.84
H 6.5240 -3.5757 7.4604 0.32
H 2.4097 -4.1033 -3.9470 0.40
S 1.3992 -1.9982 -5.7986 1.14
H -0.4628 -1.6696 -4.3705 -0.35
H -1.1685 -6.2972 0.0609 0.30
O 3.3630 0.6884 -2.0437 -0.64
O -7.0607 -0.9489 -1.3079 -0.57
H 1.2477 -3.3230 -3.1396 0.01
O 8.5231 -3.5401 5.2663 -0.59
H -5.8205 1.8948 -3.3318 0.35
H 0.6438 3.1320 -7.2076 0.43
F -1.9630 -0.2693 -1.3970 0.58
H -2.5876 3.8939 0.9799 -0.15
V 3.0188 1.6774 -0.8063 1.11
O 0.8848 5.4631 0.1900 -0.14
H -7.7252 0.5663 -3.7008 0.36
O 2.0625 -1.2151 -6.8232 -0.59
C 0.4442 6.7177 0.6918 -0.50
F -0.1859 0.7133 -2.3254 -0.05
O 6.9110 -1.6820 5.1736 -0.38
H -2.9964 -3.1956 -3.8803 0.55
O -4.6573 2.2570 3.4213 -0.62
C -0.6329 -0.0992 -1.3427 -0.15
H -1.0119 3.7068 3.6210 0.04
O 2.2648 -5.9838 1.1596 -0.66
H -0.5808 3.3996 5.9475 0.41
S 2.2753 4.8630 0.9296 0.89
H 0.3179 -6.6568 -0.8265 0.54
S 1.9301 -0.7344 1.0705 -0.35
H -0.2656 1.8287 5.2634 0.16
O 1.0105 -3.3838 -6.0932 -0.64
S -3.6092 2.2291 2.4290 0.87
H 0.3242 -2.9949 4.9503 0.47
O -6.1747 -2.4609 -3.0585 -0.57
C -2.5561 -3.3248 -2.8916 -0.65
H 1.3442 1.6114 -7.1393 0.42
S 0.8173 -6.1201 1.4256 1.22
S -6.5645 -1.1188 -2.6377 1.14
O -2.6639 -4.7816 1.6866 -0.54
H -3.5980 1.1920 -1.3345 -0.04
H -4.2682 3.9986 0.9319 0.48
C 0.7099 2.2691 -6.5450 -1.47
C 5.7361 -1.1164 4.7535 -0.17
O -2.1925 2.1485 3.2226 -0.19
C 6.1288 -3.9097 6.5010 -0.88
C 1.3781 2.5567 -5.1886 0.12
S -3.4908 -3.9612 0.8101 1.22
H 1.8708 -4.4269 3.5761 0.37
C -3.9139 1.7573 -2.2113 -0.67
H -0.2593 1.7730 -6.4930 0.28
H 1.1840 7.2826 1.2589 0.52
H -3.2844 1.6564 -3.0954 0.26
H -4.3714 -4.1865 -2.2252 0.45
H 2.6492 4.2181 3.1433 0.45
H 0.5034 -5.4008 4.1470 0.44
H 5.3087 -1.7402 2.7989 0.21
H -3.4770 -1.5209 0.3353 0.07
N 1.5911 0.5431 0.1862 1.25
H 0.5083 -0.2188 -4.4930 -0.44
H 0.3561 -2.3995 3.2523 -0.08
H -0.6785 -0.6172 -5.7957 0.56
H -5.9897 1.2509 -1.6874 0.57
C 0.7855 -4.5264 3.5605 -0.67
C 0.0411 -1.0110 -5.0780 0.30
C -1.0593 2.5485 5.4632 -1.30
O 2.3904 -2.0866 -4.4329 -0.30
S 0.7388 3.7455 -2.9164 0.91
F 3.0340 -0.7366 3.5237 -0.11
S 7.1459 -3.3077 5.0173 1.17
H -7.2599 -0.7700 -4.9082 0.29
C -1.7466 3.0795 4.1258 -0.13
H 4.3221 -2.7141 -2.7634 0.38
H 3.3486 -3.5560 -1.6037 0.40
H 1.6056 5.5643 3.2818 0.46
H 1.7412 1.7100 -4.6060 0.22
H -1.7050 2.0756 6.2032 0.38
C 2.2734 -3.1382 -3.4590 0.09
C 0.1547 7.6131 -0.5638 -1.16
H -0.7404 7.2266 -1.0512 0.25
C -2.9001 -2.1745 0.9894 -0.60
H 0.0430 8.6357 -0.2033 0.44
C 1.7465 4.6478 2.7089 -0.75
F 0.0004 -1.2638 -1.4639 0.24
H -3.9505 2.7824 -1.8426 0.46
H -0.7712 4.2095 -1.2914 -0.24
O 0.9691 -1.8509 1.0379 0.10
O -5.2761 -0.0743 -2.9713 -0.19
C 2.1109 -0.0473 2.8220 0.11
S -0.1713 0.7769 0.3060 -1.96
H 0.9492 3.9046 2.7042 -0.08
O 0.4027 3.2083 -4.4405 -0.20
H -1.8523 -2.5183 -2.6856 -0.47
O 0.3564 -7.2601 2.2359 -0.68
C -0.1589 -5.9457 -0.1520 -0.68
O 1.4945 5.0399 -3.0666 -0.65
H 5.1800 0.0915 3.0586 0.15
H 2.9438 -1.8974 -1.9162 -0.16
H -3.3090 4.6892 2.3378 0.39
C 3.3003 -2.8089 -2.3960 -0.86
H 5.6104 -0.1236 5.1858 0.35
C -0.9532 4.0497 -2.3542 0.00
O 0.3934 -4.7324 2.2023 -0.01
C -3.4527 3.8624 1.6422 -0.64
O -0.8257 0.0046 1.4196 0.19
O -0.5326 2.1864 0.2203 0.89
H 1.0630 7.6414 -1.1656 0.30
H -1.1261 4.9185 -2.9893 0.59
F 0.9642 -0.1484 3.5395 -0.14
H -2.5526 3.7535 4.4159 0.53
O 2.4710 3.5527 0.3320 -0.30
H -0.3895 6.5288 1.3681 0.26
F 2.4543 1.2829 2.6939 -0.12
H -0.1644 -4.9470 -0.5888 -0.03
H 4.8830 -1.6882 5.1186 0.11
H -1.5961 3.1860 -2.5239 -0.24
O 3.2854 -1.1490 0.7692 -0.54
H -8.6699 -0.9653 -3.8303 0.39
H 6.3040 -4.9814 6.5952 0.37
O 6.4706 -3.7665 3.7990 -0.54

9.
66
Properties=species:S:1:pos:R:3:mulliken_charge:R:1 method="wB97M-V/def2-TZVPD" de_lowest_ev=3.706 total_charge=+2 orbital_gap_ev=9.38
C -1.6922 -4.1952 -0.2613 -1.02
H 1.5637 -2.1876 -2.8138 0.44
H -0.6923 5.8803 0.2759 0.38
N 0.9554 -1.2790 1.5606 -0.41
H 4.4712 -1.4354 0.6478 0.34
C -1.0339 2.1409 2.7198 -1.35
H 1.8010 -0.2022 -4.2084 0.68
H 1.0372 5.8189 -0.3909 0.41
H 4.8562 -0.0150 -0.4482 0.37
C 4.1512 -0.4747 0.2445 -0.94
H 1.9445 -2.5875 0.2345 -0.12
H 2.2934 1.1677 -2.8647 0.31
F -3.7040 1.5598 0.6219 -0.26
C -1.2674 3.3445 0.6825 -0.96
H -1.7107 4.0112 1.4221 0.70
O 0.3265 -1.3296 -1.4306 0.51
C 0.7407 -1.4729 -2.8136 -0.61
H 0.1721 3.3238 -1.5427 0.24
C -2.1927 0.3445 -2.3589 -1.19
C 0.0580 5.3474 -0.3082 -1.32
H 1.5989 3.3955 -0.8150 0.37
O 1.5716 0.7399 -2.3981 -0.42
H -2.5516 -3.8633 0.3213 0.33
O -1.2181 1.1661 -1.6452 -0.27
O -1.3224 -0.3113 0.5282 0.15
C 1.0502 -0.1387 -3.4208 -0.67
C 2.4492 -3.0664 2.2925 -1.51
O 2.9240 -0.5873 -0.4161 -0.29
H 0.0503 -2.0426 -3.4355 0.51
H -0.3134 -3.9167 1.9144 0.43
H 3.2739 -2.3598 2.3854 0.45
H 0.8166 3.9856 1.1735 0.30
H 3.2449 -1.1490 -1.1254 0.24
F 1.8850 1.5843 1.5905 -0.75
H -1.4903 2.0411 -1.9313 0.21
H 0.1730 0.3168 -3.8802 0.12
H -1.0414 1.1388 3.1485 0.25
H -0.0862 -2.1456 -1.1382 0.20
H -1.9145 2.6683 3.0863 0.46
O -0.9965 2.0551 1.2336 0.63
Hf 0.6100 0.6593 -0.1502 1.92
H 0.2783 -1.6192 2.2285 0.41
C 1.4505 -2.6420 1.2046 0.24
H -3.1988 0.5813 -2.0128 0.44
H 1.5875 -1.0065 2.2998 0.33
O -3.1809 -1.5990 -0.4168 -0.70
H -0.3522 5.3097 -1.3174 0.39
H -0.1355 2.6157 3.1142 0.36
H -2.1419 0.6752 -3.3963 0.44
H 2.7768 -4.0889 2.1047 0.41
C 0.2861 -3.6694 1.0384 -0.99
F -5.1453 0.0711 1.2523 -0.21
H 1.8366 -3.1248 3.1922 0.47
H 4.0777 0.1384 1.1428 0.28
O -0.5429 -3.3070 -0.0488 -0.57
S -2.6180 -0.9894 0.8145 1.10
C -3.8342 0.4126 1.3270 0.60
H -1.4495 -5.2359 -0.0469 0.39
H -1.9955 -0.7274 -2.3735 0.32
H 0.7949 -4.6273 0.9303 0.61
N 0.6613 3.0360 -0.7073 -0.59
C 0.1097 3.9267 0.3459 -0.09
F -3.5284 0.7575 2.5616 -0.22
H -1.9218 3.3479 -0.1892 0.05
O -2.5427 -1.9049 1.9496 -0.62
H -2.0628 -4.2605 -1.2843 0.31

10.
33
Properties=species:S:1:pos:R:3:mulliken_charge:R:1 method="wB97M-V/def2-TZVPD" de_lowest_ev=3.247 total_charge=+1 orbital_gap_ev=8.21
H -2.0535 -2.0102 0.7199 0.41
N 2.2336 -2.7903 1.1896 -0.19
C -0.3563 -1.0723 -2.4344 -1.48
C 3.0186 -4.0135 1.2052 -0.80
H 0.5009 -0.5898 -2.7488 0.41
H 1.5710 2.8043 1.3926 0.34
C -0.3391 3.3690 0.1785 -1.88
H 3.2373 -4.2322 0.1502 0.30
C -1.3954 1.2311 -0.6107 0.39
C -0.4384 1.8864 0.0787 0.53
H 1.2658 1.7214 2.7664 0.29
H -1.0874 -0.9121 -3.2337 0.42
H -0.0478 3.6895 1.1890 0.51
C 1.5850 -2.3623 0.1083 0.67
H 2.6795 1.1838 1.5804 0.33
C -2.6299 1.8521 -1.0779 -1.67
O 1.4574 -2.6529 -1.0320 -0.47
H -3.1339 -1.1226 -0.2675 0.41
H -2.4751 2.9392 -1.2419 0.51
C 0.3975 -0.3062 0.3983 -0.89
C 1.6377 1.7142 1.6419 -1.17
H -2.9148 1.3426 -1.9582 0.39
C 0.6137 1.0552 0.6937 0.67
H -0.4537 -2.1257 -2.4790 0.49
H -1.3484 3.7429 0.0362 0.38
H -2.2606 -2.5094 -0.9395 0.42
P -0.8488 -0.4870 -0.7922 1.58
H 3.9044 -3.7971 1.7219 0.34
H 2.4496 -4.9208 1.5876 0.28
C -2.1684 -1.6103 -0.2304 -1.42
H 2.0148 -2.4239 2.0791 0.27
H -3.4074 1.7815 -0.3491 0.30
H 0.1934 3.8166 -0.6448 0.32